(1)
Here is a molecular structure, C8H12N4O2OsS2SeSi from the OMol25 dataset. Energies are from ωB97M-V/def2-TZVPD.

Values from the calculation:
LUMO level (spin up / spin down), eV: -0.9 / -2.9
Kohn-Sham gap (spin up / spin down), eV: 7.769 / 6.279
⟨S²⟩: 6.030
Energy, eV: -115907.029

Structure (ORCA input):
```
! RIJCOSX wB97M-V def2-TZVPD def2/J DEFGRID3
* xyz 0 5
Os -1.351 0.203 -0.182
S -3.546 -0.547 0.321
C -4.063 0.570 -0.906
S -2.742 1.616 -1.341
C -5.323 0.617 -1.440
C -5.673 1.490 -2.486
N -5.954 2.166 -3.369
C -6.321 -0.250 -0.956
N -7.115 -0.968 -0.547
N -0.720 -1.068 1.966
N 0.298 -1.956 1.552
C 0.360 -2.337 0.186
O 1.059 -3.280 -0.105
O -0.287 -1.598 -0.626
H -0.361 -0.454 2.696
H -1.543 -1.565 2.318
H 0.515 -2.722 2.184
C 3.711 2.384 -0.319
Si 2.761 0.770 0.051
C 2.881 -0.511 -1.349
C 3.082 0.108 1.816
Se 0.436 1.601 0.114
H 4.781 2.216 -0.274
H 3.458 3.162 0.394
H 3.473 2.758 -1.309
H 3.901 -0.874 -1.433
H 2.592 -0.083 -2.306
H 2.242 -1.371 -1.167
H 4.147 0.061 2.021
H 2.676 -0.893 1.935
H 2.626 0.754 2.562
*
```

Atomic partial charges in e from the Löwdin method, atoms 1 to 2:
1. Os 0.81
2. S 0.55

=====

(2)
Here is a single C8H12N4O3 molecule from the OMol25 dataset. Energies are from ωB97M-V/def2-TZVPD.

Values from the calculation:
Structure (SMILES): NCC(=O)N[C@@H](Cc1c[nH]cn1)C(=O)O
LUMO level, eV: 0.6
Kohn-Sham gap, eV: 9.528
Energy, eV: -20594.570

Structure (ORCA input):
```
! RIJCOSX wB97M-V def2-TZVPD def2/J DEFGRID3
* xyz 0 1
N 2.272 -2.260 0.432
C 2.238 -1.355 -0.708
C 2.745 -0.007 -0.214
O 3.912 0.091 0.147
N 1.886 1.056 -0.148
C 0.442 0.987 -0.305
C -0.254 0.197 0.836
C -1.623 -0.264 0.419
C -2.847 0.043 0.928
N -3.756 -0.647 0.150
C -3.037 -1.312 -0.785
N -1.745 -1.121 -0.656
C -0.139 2.375 -0.380
O -1.149 2.668 -0.977
O 0.541 3.267 0.376
H 2.036 -3.205 0.126
H 3.229 -2.251 0.783
H 1.200 -1.327 -1.085
H 2.888 -1.620 -1.549
H 2.266 1.862 0.327
H 0.166 0.500 -1.273
H 0.365 -0.670 1.077
H -0.326 0.811 1.747
H -3.149 0.681 1.764
H -4.738 -0.625 0.249
H -3.505 -1.962 -1.559
H 0.081 4.089 0.281
*
```

Atomic partial charges in e from the Löwdin method, atoms 1 to 2:
1. N 0.01
2. C -0.21

=====

(3)
Here is a gas-phase ion, C8H12N5O2 (charge +1) from the OMol25 dataset. Energies are from ωB97M-V/def2-TZVPD.

Values from the calculation:
Structure (SMILES): [H]/N=C(\N)NOC(=[NH2+])c1ccnc(OC)c1
LUMO level, eV: -4.3
Kohn-Sham gap, eV: 7.895
Energy, eV: -20026.648

Structure (ORCA input):
```
! RIJCOSX wB97M-V def2-TZVPD def2/J DEFGRID3
* xyz 1 1
H -3.066 -0.352 0.725
N -2.232 -0.676 1.106
C -2.130 -0.435 2.366
N -3.156 -0.108 3.273
N -0.887 -0.894 2.875
O 0.056 -0.712 1.851
C -0.078 -1.374 0.786
N -0.160 -2.733 0.825
C 0.301 -0.701 -0.505
C 0.161 -1.180 -1.856
C 0.690 -0.364 -2.813
N 1.353 0.820 -2.669
C 1.569 1.156 -1.425
O 2.141 2.303 -1.163
C 2.803 2.985 -2.237
C 0.934 0.509 -0.323
H -3.932 0.366 2.833
H -2.727 0.411 4.046
H -0.588 -0.284 3.671
H -0.284 -3.170 -0.095
H -0.776 -3.218 1.588
H -0.373 -2.032 -2.207
H 0.780 -0.623 -3.948
H 3.718 3.341 -1.836
H 2.071 3.825 -2.501
H 2.910 2.237 -3.081
H 0.901 0.905 0.715
*
```

Atomic partial charges in e from the Löwdin method, atoms 1 to 2:
1. H 0.07
2. N 0.18